No. 1
Molecular formula: C5H13N2S
Method: DFT, ωB97M-V with the def2-TZVPD basis set

Computed properties:
- Total charge: +1
- HOMO-LUMO gap: 9.76 eV
- Energy relative to the best compared isomer or geometry (same formula, charge and spin): 26.5 kcal/mol
- Highest occupied orbital energy: -0.486 Eh

The geometry in XYZ format:
```
21
Properties=species:S:1:pos:R:3:forces:R:3
C 2.81353 -1.10339 0.17722 0.08 -0.07 -0.03
C 2.18574 0.04940 0.03939 -0.20 0.05 0.14
C 1.14726 0.55547 0.99489 0.32 -0.09 0.13
N -0.12423 0.82393 0.32022 0.02 0.94 0.07
S -0.86295 2.35895 0.49160 0.11 -0.36 0.21
C -0.69489 -0.14788 -0.46997 -0.45 -0.33 -0.16
C -1.44429 0.32324 -1.69259 0.01 -0.06 -0.04
N -1.80173 -0.96829 0.41220 0.19 0.01 -0.23
H 3.57211 -1.42105 -0.51551 0.16 -0.03 -0.17
H 2.62091 -1.76454 1.00709 -0.10 -0.10 0.20
H 2.40245 0.70798 -0.78947 0.10 0.08 -0.16
H 1.48179 1.50354 1.41990 -0.10 -0.10 0.06
H 1.00020 -0.15535 1.81766 0.10 0.06 0.04
H -1.37512 2.18785 1.73057 -0.02 0.05 -0.09
H 0.04705 -0.91523 -0.71320 -0.14 0.07 0.11
H -2.24310 1.01193 -1.43043 -0.08 0.00 0.00
H -0.75106 0.85649 -2.33875 0.06 0.00 -0.03
H -1.84925 -0.51278 -2.25473 -0.05 -0.12 -0.07
H -2.56348 -0.32196 0.64088 0.13 -0.14 0.00
H -1.38123 -1.31538 1.27821 -0.13 0.04 -0.16
H -2.17969 -1.75294 -0.12519 -0.01 0.08 0.19
```
Forces are in eV/Å.

No. 2
Molecular formula: C2H5BrSi
Method: DFT, ωB97M-V with the def2-TZVPD basis set

Computed properties:
- Total charge: 0
- HOMO-LUMO gap (alpha / beta): 8.85 / 8.85 eV
- Energy relative to the best compared isomer or geometry (same formula, charge and spin): 59.8 kcal/mol
- Highest occupied orbital energy (alpha / beta): -0.355 / -0.355 Eh

The geometry in XYZ format:
```
9
Properties=species:S:1:pos:R:3:forces:R:3
C 0.11266 -0.47449 -0.25465 -0.64 0.01 0.81
C 0.78174 0.17205 -1.13771 1.98 -1.64 -1.40
Si -0.93509 0.34883 1.12344 0.48 -0.32 -0.72
Br 2.39331 -1.20057 -2.42544 -1.89 1.61 1.35
H 0.17651 -1.54792 -0.17654 0.16 -0.25 -0.08
H 0.96169 1.16007 -1.48726 0.16 0.35 -0.20
H -0.77395 1.79739 1.05970 -0.01 0.28 -0.01
H -0.39206 -0.19673 2.36760 0.01 -0.03 0.22
H -2.32481 -0.05863 0.93086 -0.25 -0.02 0.04
```
Forces are in eV/Å.

No. 3
Molecular formula: C2H7B
Method: DFT, ωB97M-V with the def2-TZVPD basis set

Computed properties:
- Total charge: 0
- HOMO-LUMO gap: 11.55 eV
- Energy relative to the best compared isomer or geometry (same formula, charge and spin): 3.8 kcal/mol
- Highest occupied orbital energy: -0.401 Eh

The geometry in XYZ format:
```
10
Properties=species:S:1:pos:R:3:forces:R:3
C -1.39394 0.23111 0.06936 -0.74 -1.86 -0.81
B -0.00055 -0.34926 0.45882 -1.08 -0.44 -0.96
C 1.30131 0.18375 -0.09248 3.07 -1.29 0.78
H -2.31583 -0.20689 0.62801 1.59 0.95 -1.17
H -1.38699 1.31055 -0.03129 -0.41 0.13 -0.10
H -1.35873 -0.24610 -1.05442 -0.37 1.08 2.36
H 0.09459 -1.45654 0.79987 -0.22 -0.81 0.82
H 1.31020 1.18670 -0.49513 0.45 0.38 0.26
H 2.19983 -0.14321 0.66393 -1.93 1.39 -1.75
H 1.55011 -0.51011 -0.94668 -0.35 0.48 0.57
```
Forces are in eV/Å.

No. 4
Molecular formula: C6H9NS
Method: DFT, ωB97M-V with the def2-TZVPD basis set

Computed properties:
- Total charge: 0
- HOMO-LUMO gap: 8.28 eV
- Energy relative to the best compared isomer or geometry (same formula, charge and spin): 70.6 kcal/mol
- Highest occupied orbital energy: -0.272 Eh

The geometry in XYZ format:
```
17
Properties=species:S:1:pos:R:3:forces:R:3
C 1.64391 0.09489 -0.02761 0.17 -0.88 0.61
C -1.44407 -0.53590 -0.35799 -0.18 0.09 -0.02
C 0.04681 1.89365 0.33462 -0.89 0.72 -0.41
C -0.69423 -1.37557 0.34232 0.50 -0.20 -0.12
C 3.08669 0.21254 -0.39524 0.01 0.00 -0.01
C -2.89294 -0.29947 -0.08715 0.03 0.00 -0.03
N 0.94946 1.07230 0.36419 0.40 -0.17 -0.53
S 1.04453 -1.58185 0.14887 -0.03 0.35 -0.11
H -1.00935 0.05275 -1.15217 0.14 0.03 -0.07
H -0.21162 2.44620 1.22562 0.14 0.04 0.60
H -1.09171 -2.01461 1.11593 -0.21 0.02 0.14
H 3.34409 -0.56790 -1.10734 0.08 0.00 -0.07
H 3.71212 0.08647 0.48918 0.09 -0.02 0.00
H 3.29847 1.18687 -0.83065 -0.03 0.04 -0.03
H -3.01948 0.68178 0.37079 -0.09 0.04 0.01
H -3.30038 -1.05280 0.58175 -0.07 -0.04 0.08
H -3.46231 -0.29934 -1.01514 -0.07 -0.02 -0.04
```
Forces are in eV/Å.

No. 5
Molecular formula: C5H11NO
Method: DFT, ωB97M-V with the def2-TZVPD basis set

Computed properties:
- Total charge: 0
- HOMO-LUMO gap: 10.29 eV
- Energy relative to the best compared isomer or geometry (same formula, charge and spin): 33.0 kcal/mol
- Highest occupied orbital energy: -0.340 Eh

The geometry in XYZ format:
```
18
Properties=species:S:1:pos:R:3:forces:R:3
C 0.92879 -2.50504 -1.29840 0.18 0.12 0.14
C 0.52310 -1.02801 -1.29167 0.27 0.15 -0.61
N 0.35160 -0.52394 0.05664 -0.48 0.06 0.25
C -0.29888 0.78461 0.08620 0.19 -0.53 0.08
C -0.50559 1.24135 1.51754 -0.29 -0.08 0.08
C -0.96467 2.67777 1.54632 0.35 -0.46 0.20
O -1.90502 3.08767 2.16631 -0.14 0.16 -0.03
H 1.93044 -2.67416 -1.70315 -0.22 0.09 -0.18
H 0.99121 -2.87081 -0.27290 -0.20 -0.08 0.03
H 0.19840 -3.09352 -1.85251 0.17 -0.15 0.05
H -0.35843 -0.87254 -1.93868 -0.16 -0.12 0.31
H 1.28240 -0.40767 -1.77297 0.20 -0.05 0.05
H -0.22700 -1.17679 0.57827 0.06 0.00 -0.01
H -1.26355 0.76677 -0.44774 0.15 0.18 -0.09
H 0.38640 1.47880 -0.39876 -0.12 0.18 -0.27
H -1.20860 0.60153 2.06339 0.00 0.18 -0.12
H 0.45848 1.16613 2.01933 0.17 0.14 0.13
H -0.31907 3.34783 0.94277 -0.12 0.21 -0.02
```
Forces are in eV/Å.

No. 6
Molecular formula: C14H54N10O13
Method: DFT, ωB97M-V with the def2-TZVPD basis set

Computed properties:
- Total charge: 0
- HOMO-LUMO gap: 9.37 eV
- Energy relative to the best compared isomer or geometry (same formula, charge and spin): 0.0 kcal/mol
- Highest occupied orbital energy: -0.349 Eh

The geometry in XYZ format:
```
91
Properties=species:S:1:pos:R:3:forces:R:3
O -2.39799 5.37814 -0.18772 0.15 -0.07 -0.21
H -2.20944 5.36605 0.75064 0.10 -0.03 0.26
H -3.24854 5.81187 -0.25603 -0.22 0.11 -0.06
O 3.34659 -4.73542 -3.39770 0.14 0.04 -0.18
H 2.98223 -5.61759 -3.32539 -0.05 -0.23 0.01
H 2.83851 -4.21422 -2.77606 -0.11 0.21 0.19
O -0.96435 -4.70354 3.53301 -0.17 -0.08 0.16
H -0.05348 -4.95856 3.38631 0.24 -0.07 0.01
H -1.19309 -4.17854 2.76601 -0.07 0.17 -0.18
O -5.15485 -4.57055 -3.77336 0.15 0.06 0.22
H -4.89444 -5.26438 -4.37918 0.08 -0.18 -0.16
H -6.08523 -4.43311 -3.95150 -0.24 0.10 -0.05
O 0.73638 7.29995 -3.24297 0.29 0.07 0.00
H 0.12808 7.26292 -3.98111 -0.16 -0.01 -0.23
H 0.21644 7.02095 -2.48928 -0.15 -0.09 0.23
C 6.10812 2.63127 -3.32135 4.37 -1.74 0.92
O 7.07207 2.29416 -2.63101 -0.07 -0.48 0.38
N 5.20426 3.41772 -2.84843 -3.28 2.58 2.11
N 6.00200 2.24334 -4.56810 -1.09 -0.16 -2.46
H 4.50443 3.93227 -3.36376 0.12 -0.35 0.18
H 5.21874 3.44228 -1.83883 -0.17 0.52 -0.26
H 5.24441 2.70464 -5.05118 0.42 -0.77 -0.81
H 6.70220 1.63850 -4.97304 -0.32 0.43 -0.04
C -1.11361 -3.21429 -8.33094 -0.25 1.46 -0.64
O -1.64778 -2.16160 -8.32347 -1.86 3.84 -0.57
N -1.09480 -3.99302 -7.32006 0.33 -4.96 4.79
N -0.43108 -3.72453 -9.32742 1.90 -1.05 -3.38
H -1.65508 -3.96354 -6.48023 -0.02 0.62 -0.54
H -0.69732 -4.89837 -7.52614 -0.23 -0.02 0.78
H 0.08835 -4.57283 -9.15220 0.15 0.45 -0.61
H -0.16527 -3.11185 -10.08510 -0.03 -0.31 0.17
C -6.52609 -7.04838 1.51570 -1.43 -2.68 4.51
O -6.50311 -7.80564 2.50372 -0.14 0.55 -0.69
N -5.45388 -6.68094 0.91371 4.28 1.03 -2.12
N -7.62046 -6.45896 1.10284 -2.07 0.76 -1.10
H -4.61110 -6.85880 1.44115 0.09 -0.13 -0.69
H -5.45799 -6.39386 -0.05463 0.42 0.10 0.39
H -8.47941 -6.76560 1.53672 -0.02 0.31 -0.62
H -7.49373 -5.90895 0.26526 -1.12 0.09 0.31
C 4.48882 5.92774 3.34058 -3.32 0.34 2.41
O 3.53666 5.61516 4.06569 0.57 -0.11 -0.59
N 4.62428 7.12633 2.79742 -0.56 1.59 -0.51
N 5.51595 5.19680 3.04734 2.38 -2.59 -0.53
H 5.48951 7.23147 2.28711 -0.92 1.47 -0.14
H 3.83711 7.73173 2.98174 0.70 0.54 -0.59
H 6.20883 5.71574 2.52702 0.62 -1.47 0.35
H 5.61270 4.31588 3.53181 0.53 0.22 -0.42
C -3.13589 4.25106 -7.69159 -0.23 1.57 3.61
O -2.82989 5.27680 -7.07508 -0.62 -0.45 -0.13
N -2.67681 4.00789 -8.86690 2.54 0.24 -4.96
N -3.88325 3.23843 -7.21903 -0.92 -0.71 0.54
H -2.05369 4.72541 -9.20894 -0.11 -0.20 -0.11
H -2.87138 3.25453 -9.51086 -0.28 0.11 0.54
H -3.64352 2.36839 -7.67252 -0.58 -0.24 0.78
H -4.20942 3.30003 -6.26514 0.23 -0.33 -0.26
C 1.45377 -0.21768 0.12569 0.36 2.15 0.21
C 0.27645 -0.37939 -0.83157 1.00 0.45 0.46
C 0.36230 0.15670 -2.29039 0.87 -0.30 0.82
O 0.17820 -1.78170 -0.76946 -1.26 -0.86 -0.97
H 2.40184 -0.57525 -0.27605 -0.19 -0.32 -0.04
H 1.26283 -0.60840 1.12518 -0.23 -0.77 -0.38
H 1.62548 0.82176 0.40529 0.09 0.44 -0.49
H -0.61951 0.07293 -0.40638 -0.10 0.09 0.33
H 1.16605 -0.34143 -2.83258 -0.13 -0.35 -0.07
H 0.64218 1.20885 -2.34292 -0.34 0.15 0.30
H -0.59328 0.00885 -2.79348 0.06 -0.02 -0.06
H -0.65554 -1.96179 -1.20998 -0.13 -0.71 -0.13
C -5.80887 -0.97859 6.25209 1.31 -2.60 0.06
C -5.47465 0.09803 5.26930 -0.85 0.88 2.52
C -6.69543 0.49130 4.49350 0.41 -0.94 -0.34
O -5.21025 1.25720 6.10777 1.40 0.11 -0.69
H -6.14049 -1.85276 5.69176 -1.07 -0.08 0.19
H -6.30898 -0.79259 7.20256 -0.72 0.44 -0.58
H -4.88297 -1.43987 6.59561 0.52 0.42 0.30
H -4.59014 -0.30284 4.77430 0.04 1.02 -0.53
H -6.44454 1.23773 3.73986 -0.45 -0.09 -0.03
H -7.35981 0.85900 5.27550 -0.43 0.27 -0.45
H -7.13110 -0.43735 4.12483 -0.27 0.33 -0.65
H -6.07901 1.46341 6.46039 0.12 0.23 0.21
C 7.06367 0.46035 7.92196 -0.20 -1.19 -0.48
C 6.69032 -1.04589 8.22714 0.05 0.99 -0.44
C 5.58281 -1.57438 7.29239 0.40 0.48 0.47
O 7.85350 -1.83596 8.00815 0.12 0.02 0.43
H 7.72615 0.85227 8.69373 0.13 -0.10 -0.23
H 6.27290 1.18707 7.73577 -0.44 -0.34 0.38
H 7.55621 0.36662 6.95412 0.50 0.43 -0.01
H 6.51596 -1.08649 9.30233 -0.47 -0.52 -0.12
H 5.95685 -1.43004 6.27879 -0.18 0.36 -0.23
H 4.65835 -1.01772 7.44604 -0.07 -0.12 -0.20
H 5.41032 -2.64971 7.33714 0.00 0.06 0.58
H 8.08776 -1.72265 7.08409 0.16 -0.07 -0.16
```
Forces are in eV/Å.

Look up the total charge of the sixth one.
0

What is the total charge in the sixth record?
0